(1)
C9H32NO8 | wB97M-V/def2-TZVPD

The geometry in XYZ format:
```
50
Properties=species:S:1:pos:R:3:forces:R:3
O -0.9437 -3.1117 0.4647 1.0 -0.1 0.9
H -0.5496 -2.4965 1.1134 -0.2 -0.5 -0.3
O 0.0511 -1.4547 -1.4822 0.5 0.3 -1.1
H -0.1415 -2.0535 -0.7607 -0.6 -0.7 0.4
H -0.1191 -0.5838 -1.1232 -0.1 0.4 -0.1
O -1.7611 -5.1785 -1.1287 -0.4 -1.0 -0.7
H -1.7858 -5.7496 -0.3609 -0.2 0.1 0.0
H -1.5684 -4.3099 -0.7756 0.3 0.9 0.5
O 0.3490 -5.8781 1.0952 0.4 -0.9 0.5
H 0.2682 -4.9566 0.8491 -0.8 0.8 -0.1
H -0.4935 -6.2649 0.8570 0.1 0.0 -0.1
O 1.9834 -3.4787 0.6058 1.0 0.0 0.2
H 1.8380 -4.4248 0.6040 0.3 -0.1 -0.1
H 1.1076 -3.1011 0.5247 -0.7 0.1 -0.3
O -2.4226 -3.7239 2.7428 -0.8 -0.3 1.2
H -2.2478 -4.5890 3.1132 0.1 -0.1 0.2
H -1.9198 -3.7055 1.9285 0.8 0.3 -1.3
O -2.8326 -1.4396 1.0918 -1.3 1.5 0.5
H -3.0372 -1.8021 1.9538 0.0 -0.1 0.1
H -2.1483 -2.0131 0.7466 0.6 -0.8 -0.7
C 1.1177 -0.0485 0.9850 -0.5 2.4 0.3
C 0.9246 1.5094 0.6452 1.7 -0.3 -3.0
C 2.3363 2.1300 0.2001 -0.3 -0.8 0.1
C 2.2443 3.4029 -0.5651 -0.1 0.7 -0.5
C 1.3777 3.2660 -1.7996 -0.7 0.1 0.9
C -0.0709 2.7227 -1.5030 0.3 2.0 0.1
N 0.0056 1.5874 -0.5507 4.8 -0.2 -2.9
O -1.2010 1.0891 -0.3152 -2.2 -0.1 1.2
C -1.0219 3.8449 -0.8732 0.4 0.1 -0.4
C -0.5909 2.3739 -2.9131 -2.2 -1.2 -0.1
C 0.4396 2.2993 1.7892 -0.1 0.3 2.0
H 1.6676 -0.0885 1.9253 0.1 -0.2 0.0
H 1.6299 -0.5935 0.1921 -0.2 0.2 0.1
H 0.0933 -0.3836 1.1470 0.1 -0.5 0.0
H 2.9873 2.3231 1.0527 -0.2 -0.4 0.5
H 2.8967 1.4745 -0.4666 -0.3 -0.7 0.1
H 3.2038 3.7560 -0.9429 0.5 -0.4 0.2
H 1.9572 4.2379 0.0742 -0.6 0.1 0.0
H 1.7867 2.6107 -2.5686 0.4 -0.4 0.3
H 1.4405 4.2543 -2.2552 -1.0 0.1 -0.3
H -0.6302 4.8480 -1.0417 0.3 0.0 0.2
H -2.0464 3.9213 -1.2373 0.0 -0.6 -0.5
H -1.1695 3.7235 0.1999 0.3 0.1 0.2
H -0.4782 3.0534 -3.7579 1.3 0.4 0.4
H -0.4183 1.3465 -3.2337 0.9 0.0 0.1
H -1.6790 2.3675 -2.9776 -0.5 -0.1 0.8
H 0.3285 3.3808 1.7109 0.2 0.0 -0.6
H 1.2172 2.1495 2.5383 -0.2 0.1 0.6
H -0.5035 1.9550 2.2135 -0.1 -0.3 0.1
H -1.4708 1.8020 0.2684 -2.0 -0.3 0.7
```
Positions in Å, forces in eV/Å.

Values from the calculation:
⟨S²⟩   0.751
Spin multiplicity   2
Net charge   -2
Electronic energy   -27718.7652 eV

natural (NBO) atomic charge list, values in e, 5 entries:
1 O -1.299
2 H 0.442
3 O -0.990
4 H 0.487
5 H 0.476

=====

(2)
C34H47F5N4O5SeV | wB97M-V/def2-TZVPD

The geometry in XYZ format:
```
97
Properties=species:S:1:pos:R:3:forces:R:3
V 1.0879 1.6163 -0.4216 -1.7 -0.1 4.4
C 0.0857 -2.3168 -4.5152 -0.1 0.1 0.3
C -0.2901 -1.2433 -3.4793 0.0 0.0 -0.3
C -1.1001 -0.1643 -4.2268 0.1 -0.1 0.4
C -1.5586 1.0967 -3.4585 -0.1 0.1 -0.5
C -0.6426 2.2882 -3.7236 0.0 0.0 0.2
C -2.9803 1.4513 -3.9001 0.2 0.0 0.1
N -1.5321 0.7991 -1.9974 -0.2 -0.6 0.1
C -2.1943 1.7573 -1.0947 -0.1 0.3 0.4
C -1.9571 1.3199 0.3491 -0.4 0.0 -0.4
N -0.5609 1.3761 0.8328 -0.9 -0.3 0.7
C -0.3402 2.7160 1.4032 -0.3 0.9 0.3
C -0.3696 3.7249 0.2317 -1.4 0.7 1.5
O -1.0392 4.7391 0.2946 0.2 -0.2 0.0
O 0.2942 3.3124 -0.7716 0.7 0.2 -1.6
C -0.3740 0.2680 1.8137 0.1 -0.5 0.6
C -1.3299 0.3617 3.0117 0.0 0.0 -0.3
C 1.0640 0.1625 2.3429 -0.1 -0.2 -0.3
C 1.9963 -0.7878 1.5767 0.0 0.0 0.8
C 3.3836 -0.7205 2.2287 -0.2 0.0 -0.1
C 1.4907 -2.2334 1.6546 0.1 0.2 -0.2
N 2.0887 -0.2701 0.1911 0.0 0.3 -0.2
C 2.4714 -1.2384 -0.8422 -0.1 -0.3 -0.4
C 1.3089 -1.6943 -1.7354 0.1 0.1 0.0
N 0.8361 -0.7037 -2.7053 0.0 -0.4 -0.2
C 1.9156 -0.1751 -3.5219 0.1 0.4 0.4
C 2.6454 1.0131 -2.8300 0.9 -0.6 -1.7
O 3.6800 1.4365 -3.3092 -0.4 -0.2 0.2
O 2.0637 1.4463 -1.7822 2.8 0.1 -4.0
H -0.8113 -2.6473 -5.0325 -0.1 -0.1 -0.1
H 0.5360 -3.1847 -4.0432 0.1 -0.1 0.0
H 0.7802 -1.9291 -5.2551 0.1 0.1 -0.1
H -0.9443 -1.7273 -2.7469 0.0 0.1 -0.1
H -1.9864 -0.6821 -4.6007 0.0 0.0 -0.1
H -0.5392 0.1640 -5.1023 0.0 0.0 -0.1
H -0.5735 2.4809 -4.7907 0.0 -0.1 -0.1
H 0.3577 2.1198 -3.3322 0.0 0.0 0.0
H -1.0270 3.1894 -3.2534 0.0 0.1 0.1
H -2.9999 1.5354 -4.9837 0.0 0.0 -0.1
H -3.2988 2.4047 -3.4873 -0.1 0.1 0.0
H -3.6923 0.6819 -3.6093 -0.1 -0.1 0.0
H -1.9269 -0.1567 -1.7670 0.4 0.9 -0.4
H -0.5043 0.7690 -1.7067 -0.2 -0.1 0.1
H -3.2727 1.7372 -1.2687 0.1 0.0 0.0
H -1.8303 2.7681 -1.2752 -0.1 -0.2 -0.1
H -2.3092 0.2879 0.4227 0.1 0.2 0.1
H -2.5952 1.9489 0.9831 0.1 -0.1 -0.1
H 0.6538 2.8051 1.8433 0.2 -0.1 0.1
H -1.0903 2.9799 2.1589 0.1 0.0 -0.2
H -0.6080 -0.6417 1.2450 0.0 0.1 0.0
H -1.0167 1.1562 3.6840 0.0 0.1 0.1
H -1.3127 -0.5774 3.5582 0.1 -0.1 0.1
H -2.3592 0.5330 2.7097 -0.1 0.1 0.0
H 1.0311 -0.1625 3.3836 0.0 0.0 0.0
H 1.5301 1.1463 2.3374 0.1 0.1 0.1
H 3.3546 -1.0998 3.2464 0.0 -0.1 0.1
H 3.7441 0.3072 2.2589 0.0 0.1 0.0
H 4.0949 -1.3165 1.6620 0.1 -0.2 -0.1
H 1.0322 -2.4112 2.6238 0.0 0.0 0.1
H 2.3076 -2.9423 1.5500 0.1 -0.1 0.0
H 0.7625 -2.4508 0.8833 -0.2 -0.1 -0.1
H 2.8406 0.4263 0.2402 0.3 0.0 0.1
H 2.8997 -2.1369 -0.3868 0.0 0.1 -0.1
H 3.2524 -0.8110 -1.4753 0.0 -0.1 0.2
H 0.4492 -1.9569 -1.1149 0.0 -0.1 0.0
H 1.6515 -2.6065 -2.2492 0.0 0.0 0.0
H 1.5198 0.2121 -4.4610 0.0 0.0 0.0
H 2.6760 -0.9291 -3.7704 0.0 0.1 0.0
F 4.1995 4.3548 7.4990 0.0 0.0 -0.2
C 3.9877 4.0759 6.2039 0.0 -0.1 -0.3
C 4.9714 4.3382 5.2523 -0.1 0.0 0.1
F 6.1318 4.8879 5.6384 -0.1 -0.1 0.0
C 4.7512 4.0216 3.9244 -0.3 -0.2 -0.1
F 5.7177 4.2598 3.0295 0.1 0.1 0.4
C 3.5549 3.4467 3.4723 0.2 0.0 0.6
Se 3.3750 3.0675 1.6427 -0.4 -0.2 -0.6
C 2.5892 3.2080 4.4534 0.5 0.1 -0.3
F 1.4079 2.6510 4.1011 0.0 0.1 0.2
C 2.7906 3.5055 5.7905 0.1 0.0 0.0
F 1.8307 3.2312 6.6887 0.1 0.0 0.0
C -4.4900 -2.1255 -1.4860 0.2 0.2 0.0
C -3.2061 -2.3327 -0.7243 1.0 1.8 -1.0
O -2.2512 -1.5325 -0.9002 -1.7 -1.8 0.6
C -3.0941 -3.4373 0.1992 0.4 -1.2 1.1
C -1.9392 -3.5462 0.9952 -0.3 0.4 -0.4
C -1.7654 -4.5885 1.8743 0.0 -0.2 0.2
C -2.7464 -5.5648 1.9927 -0.1 0.2 -0.2
C -3.8982 -5.4739 1.2210 0.0 -0.3 0.2
C -4.0797 -4.4291 0.3410 0.2 0.6 -0.3
H -4.4086 -1.2254 -2.0925 0.0 0.0 0.0
H -5.3321 -2.0190 -0.8045 0.0 0.0 0.1
H -4.6973 -2.9707 -2.1398 0.0 -0.1 0.0
H -1.1916 -2.7757 0.9050 0.1 0.0 0.0
H -0.8688 -4.6515 2.4741 0.1 0.0 0.0
H -2.6178 -6.3832 2.6835 0.0 -0.1 0.1
H -4.6595 -6.2345 1.3144 -0.1 0.0 0.0
H -4.9824 -4.3805 -0.2464 -0.1 0.0 -0.1
```
Positions in Å, forces in eV/Å.

Values from the calculation:
⟨S²⟩   0.757
Spin multiplicity   2
Energy relative to the best compared isomer or geometry (same formula, charge and spin)   174.9 kJ/mol

Löwdin atomic charge list, values in e, 5 entries:
1 V 0.818
2 C -0.036
3 C -0.354
4 C -0.080
5 C -0.481

=====

(3)
C7H11FN | wB97M-V/def2-TZVPD

The geometry in XYZ format:
```
20
Properties=species:S:1:pos:R:3:forces:R:3
C -0.5358 -1.3664 1.9198 -0.9 0.2 0.6
N 0.6304 -0.7751 1.1915 -0.8 1.2 0.6
H -1.1742 -1.9354 1.2231 0.4 0.4 0.3
H -1.1426 -0.5699 2.3824 0.4 -0.2 -0.3
H -0.1863 -2.0482 2.7133 -0.1 0.5 -0.5
H 1.2059 -1.5224 0.7535 -0.4 1.1 0.4
H 0.3059 -0.1312 0.4420 0.3 -0.5 0.6
H 1.2356 -0.2374 1.8445 -0.5 -0.4 -0.6
F -0.2678 -4.3835 1.5080 0.4 0.5 -0.2
C 2.6724 -2.1159 -0.2629 0.7 -0.1 -0.5
C 1.5084 -2.4244 -0.9676 0.1 -0.3 -0.7
C 2.8377 -2.5776 1.0433 0.6 -0.3 0.2
C 0.5067 -3.1928 -0.3741 -0.2 -0.4 -0.3
C 1.8454 -3.3470 1.6508 0.2 -0.4 0.3
C 0.6986 -3.6382 0.9260 0.1 -0.9 -0.1
H 3.4571 -1.5107 -0.7356 -0.4 -0.3 0.2
H 1.3740 -2.0632 -1.9957 0.1 -0.2 0.5
H 3.7521 -2.3372 1.6017 -0.4 -0.1 -0.3
H -0.4192 -3.4507 -0.9050 0.5 0.1 0.2
H 1.9488 -3.7235 2.6771 0.0 0.2 -0.5
```
Positions in Å, forces in eV/Å.

Values from the calculation:
Net charge   +1
Energy relative to the best compared isomer or geometry (same formula, charge and spin)   57.6 kJ/mol

natural (NBO) atomic charge list, values in e, 5 entries:
1 C -0.433
2 N -0.747
3 H 0.242
4 H 0.240
5 H 0.242

=====

(4)
C4H10O2 | wB97M-V/def2-TZVPD

The geometry in XYZ format:
```
16
Properties=species:S:1:pos:R:3:forces:R:3
O 1.9779 0.0735 1.9831 0.3 0.4 -0.7
C 1.2879 -0.0308 0.7600 -2.4 0.4 -1.7
C -0.2309 -0.2170 1.0772 1.6 1.0 1.7
C -1.1608 -0.5218 -0.0568 -1.1 -3.0 -0.4
C -0.8324 -0.1319 -1.4737 0.1 1.8 -1.4
O -0.5763 1.2923 -1.4160 0.4 0.3 0.8
H 2.7972 0.5272 1.7644 0.2 0.0 0.4
H 1.1652 0.8567 0.1015 1.2 0.3 0.8
H 1.7085 -0.7596 0.0396 -0.2 -0.4 0.8
H -0.5752 0.7330 1.5335 0.5 -0.2 -0.3
H -0.2527 -0.8847 1.9630 -0.5 -0.3 -0.8
H -2.1606 -0.1378 0.1745 0.2 0.0 0.0
H -1.2727 -1.6479 -0.0547 -0.1 0.9 -0.3
H -1.6456 -0.1670 -2.2054 -0.7 -0.8 0.7
H -0.0686 -0.6994 -2.0216 0.6 0.1 0.8
H -0.1608 1.7152 -2.1686 0.0 -0.6 -0.4
```
Positions in Å, forces in eV/Å.

Values from the calculation:
Energy relative to the best compared isomer or geometry (same formula, charge and spin)   169.4 kJ/mol
SMILES string   OCCCCO

natural (NBO) atomic charge list, values in e, 5 entries:
1 O -0.708
2 C -0.086
3 C -0.413
4 C -0.431
5 C -0.065

=====

(5)
C5H12O | wB97M-V/def2-TZVPD

The geometry in XYZ format:
```
18
Properties=species:S:1:pos:R:3:forces:R:3
C 2.0327 0.9794 -0.7134 0.5 0.2 -0.1
O 1.0048 -0.8382 0.4435 0.3 -0.2 0.1
C -0.2437 -0.4040 0.2942 -0.9 0.2 -0.3
C -0.3716 0.2408 -1.0734 0.1 0.1 -0.2
C -1.2222 -1.6285 0.2200 0.1 -0.2 0.2
C -0.7189 0.5571 1.3968 0.1 0.0 0.1
H 2.2742 1.1853 0.3210 0.0 0.0 -0.1
H 2.0764 1.8621 -1.3624 -0.1 -0.2 0.2
H 2.5335 0.1087 -1.1162 0.0 0.1 0.0
H -0.1028 -0.4148 -1.9066 -0.1 0.0 0.2
H -1.2146 0.9020 -1.3137 0.2 -0.1 0.2
H 0.7132 0.8532 -0.9094 -0.2 0.2 -0.2
H -0.8662 -2.3237 -0.5412 -0.1 0.0 0.0
H -1.1774 -2.1283 1.1900 0.0 0.0 -0.1
H -2.2554 -1.3313 0.0227 0.2 0.0 0.0
H -0.6282 0.0520 2.3630 0.0 0.1 -0.1
H -0.0752 1.4444 1.4183 -0.1 -0.1 0.0
H -1.7587 0.8838 1.2666 0.2 -0.1 0.0
```
Positions in Å, forces in eV/Å.

Values from the calculation:
Energy relative to the best compared isomer or geometry (same formula, charge and spin)   480.4 kJ/mol

natural (NBO) atomic charge list, values in e, 5 entries:
1 C -0.545
2 O -0.599
3 C 0.192
4 C -0.365
5 C -0.579

=====

(6)
C2H4Cl2S | wB97M-V/def2-TZVPD

The geometry in XYZ format:
```
9
Properties=species:S:1:pos:R:3:forces:R:3
C 1.4359 -0.3343 -0.3538 1.6 0.5 1.5
C 0.4360 0.8027 -0.4218 1.0 -1.4 -0.1
S -2.9417 -0.8309 1.0329 -0.2 -0.4 -0.1
Cl 0.1023 1.4510 -1.9595 -0.3 0.2 0.2
Cl -0.7307 0.7144 0.7918 -0.2 0.8 -0.1
H 2.5379 -0.0273 -0.3787 -1.5 0.2 0.0
H 1.2949 -0.8184 0.6401 0.2 0.2 -0.8
H 1.3811 -1.0812 -1.1242 -0.6 -0.3 -0.5
H -3.5157 0.1241 1.7731 0.0 0.2 0.0
```
Positions in Å, forces in eV/Å.

Values from the calculation:
Energy relative to the best compared isomer or geometry (same formula, charge and spin)   307.1 kJ/mol

natural (NBO) atomic charge list, values in e, 5 entries:
1 C -0.692
2 C -0.102
3 S -0.254
4 Cl 0.068
5 Cl 0.165

=====

(7)
C34H28CoIN6O10 | wB97M-V/def2-TZVPD

The geometry in XYZ format:
```
80
Properties=species:S:1:pos:R:3:forces:R:3
Co 0.1985 1.1384 1.2475 -0.3 0.0 0.5
C 0.3019 -4.7238 -4.5279 0.0 0.0 0.0
O 0.2898 -3.8133 -3.4538 -0.1 0.0 0.1
C -0.7445 -3.9132 -2.5605 0.0 0.0 0.0
C -1.7338 -4.8811 -2.6073 0.0 0.0 0.0
C -2.7510 -4.8711 -1.6558 0.0 0.0 0.0
C -2.7867 -3.8909 -0.6822 0.0 0.0 0.0
C -1.8044 -2.9103 -0.6402 0.1 0.0 0.0
C -0.7684 -2.9278 -1.5629 0.0 0.0 0.0
N 0.2482 -1.9567 -1.5729 0.0 0.0 0.1
C 0.6582 -1.2363 -0.4658 0.1 0.1 -0.1
N 0.7808 -1.9839 0.6531 -0.2 0.0 0.0
C 0.9756 -1.5776 1.9921 0.1 0.0 0.0
C 0.8556 -0.2593 2.4176 0.0 -0.1 -0.2
C 1.0988 -0.0261 3.7777 0.0 0.1 0.0
C 1.4111 -1.0398 4.6646 0.0 -0.1 0.0
C 1.4969 -2.3573 4.2218 0.0 0.0 0.0
C 1.2815 -2.6204 2.8798 0.0 0.0 0.0
O 1.3300 -3.8774 2.3200 0.1 0.0 -0.1
C 1.6132 -4.9587 3.1730 -0.1 0.0 0.1
N 0.9789 0.0211 -0.5144 -0.1 -0.1 -0.1
C 0.8626 0.6848 -1.7542 0.0 0.0 0.0
C -0.2022 1.5516 -2.0006 0.0 0.0 0.0
C -0.3075 2.2380 -3.1974 0.0 0.0 0.0
C 0.6577 2.0735 -4.1810 0.0 0.0 0.0
C 1.7265 1.2223 -3.9532 0.0 0.0 0.0
C 1.8335 0.5351 -2.7514 0.0 0.0 0.0
O 2.8826 -0.3517 -2.6173 -0.1 0.0 -0.1
C 3.7732 -0.0868 -1.5412 0.0 0.0 0.0
H 1.1585 -4.4565 -5.1420 0.0 0.0 0.0
H -0.6118 -4.6481 -5.1246 0.0 0.0 0.0
H 0.4165 -5.7539 -4.1767 0.0 0.0 0.0
H -1.7221 -5.6422 -3.3743 0.0 0.0 0.0
H -3.5225 -5.6289 -1.6987 0.0 0.0 0.0
H -3.5930 -3.8508 0.0370 0.0 0.0 0.0
H -1.8597 -2.1145 0.0921 0.0 0.1 0.1
H 0.5513 -1.6155 -2.4705 0.0 0.0 0.0
H 0.6176 -2.9697 0.5292 0.0 0.0 0.0
H 1.0230 0.9891 4.1566 0.0 0.0 0.0
H 1.5795 -0.8210 5.7117 0.0 0.0 0.0
H 1.7210 -3.1523 4.9183 0.0 0.0 0.0
H 0.8258 -5.0905 3.9236 0.1 0.0 0.0
H 2.5722 -4.8267 3.6814 0.0 0.0 0.0
H 1.6574 -5.8435 2.5412 0.0 0.0 0.0
H -0.9517 1.6649 -1.2294 0.0 0.0 0.0
H -1.1481 2.8997 -3.3599 0.0 0.0 0.0
H 0.5813 2.6054 -5.1201 0.0 0.0 0.0
H 2.4967 1.0676 -4.6975 0.0 0.0 0.0
H 4.6932 -0.6249 -1.7658 0.0 0.0 0.0
H 3.3610 -0.4270 -0.5902 0.0 0.0 0.0
H 3.9848 0.9846 -1.4742 0.0 0.0 0.0
O -3.5715 -0.3837 0.9179 -0.1 0.0 0.1
C -2.6638 0.4405 0.9959 0.1 0.1 -0.2
O -1.4280 0.1144 1.0570 0.1 0.1 0.1
C -3.0449 1.9187 0.9527 0.0 -0.1 0.1
C -4.3948 2.1821 0.8999 0.1 0.0 0.0
C -4.8745 3.4862 0.8285 0.0 0.0 -0.2
C -4.0108 4.5593 0.8114 0.1 -0.1 0.0
C -2.6558 4.3108 0.8898 -0.1 0.1 0.0
C -2.0887 2.9931 0.9488 0.1 -0.1 0.0
O -0.8237 2.8250 0.9469 -0.1 -0.1 -0.2
N -1.8095 5.5010 0.8938 0.0 -0.1 0.0
O -0.7253 5.4643 1.4446 0.0 0.0 0.1
O -2.2467 6.5032 0.3516 -0.1 0.1 -0.1
N -6.3051 3.7331 0.7717 0.1 0.0 0.8
O -6.6868 4.8934 0.7738 -0.1 0.1 -0.3
O -7.0567 2.7762 0.8248 0.0 0.0 -0.3
H -5.0719 1.3410 0.9069 0.0 0.0 0.0
H -4.3764 5.5720 0.7465 0.0 0.0 0.0
I 2.9788 6.2878 0.7486 0.0 0.1 0.0
C 3.0711 4.2357 1.0602 0.1 -0.1 0.0
C 4.2891 3.5828 1.1613 0.0 0.1 0.0
C 4.2843 2.2126 1.3680 -0.1 0.1 0.0
C 3.0742 1.5523 1.4557 -0.2 0.1 0.0
N 1.8966 2.1871 1.3513 0.2 0.0 0.0
C 1.8920 3.5136 1.1618 0.1 -0.2 0.1
H 5.2188 4.1307 1.0845 0.0 0.0 0.0
H 5.2053 1.6546 1.4592 0.0 0.0 0.0
H 3.0178 0.4862 1.6133 0.0 0.0 0.0
H 0.9194 3.9795 1.0995 -0.1 0.0 0.0
```
Positions in Å, forces in eV/Å.

Values from the calculation:
⟨S²⟩   0.759
Spin multiplicity   2
Net charge   -1
Energy relative to the best compared isomer or geometry (same formula, charge and spin)   0.0 kJ/mol

Löwdin atomic charge list, values in e, 5 entries:
1 Co 0.525
2 C -0.093
3 O -0.084
4 C -0.220
5 C -0.039

=====

(8)
C4H6N2 | wB97M-V/def2-TZVPD

The geometry in XYZ format:
```
12
Properties=species:S:1:pos:R:3:forces:R:3
C 1.3772 -1.1104 -1.0168 0.6 0.0 0.5
C 2.0564 -1.5825 -2.2180 -0.1 0.2 -0.4
N 2.5818 -1.9514 -3.1718 -0.1 0.1 0.3
H 1.8614 -1.5862 -0.1610 -0.3 -0.1 0.0
H 0.3143 -1.3215 -1.0277 0.0 -0.2 0.0
H 1.5097 -0.0456 -0.8328 0.0 0.1 -0.4
C -2.0058 1.5492 1.3265 0.1 0.4 0.4
C -0.8594 0.6691 1.5264 0.0 -0.1 -0.2
N 0.0452 -0.0218 1.6797 -0.1 0.1 0.0
H -1.6842 2.5878 1.4200 0.1 -0.1 0.0
H -2.7277 1.3776 2.1239 -0.1 -0.1 -0.1
H -2.4689 1.4356 0.3517 0.0 -0.3 0.0
```
Positions in Å, forces in eV/Å.

Values from the calculation:
Energy relative to the best compared isomer or geometry (same formula, charge and spin)   78.4 kJ/mol
SMILES string   CC#N.CC#N

natural (NBO) atomic charge list, values in e, 5 entries:
1 C -0.725
2 C 0.288
3 N -0.339
4 H 0.264
5 H 0.253